1.
The following is a DFT calculation (ωB97M-V with the def2-TZVPD basis set) of a structure of composition C3H12AgBrN6O3.

The value obtained for the HOMO energy is -8.949 eV. The calculation puts the gap between HOMO and LUMO at 5.08 eV. The calculation puts the energy above the lowest of the compared OMol25 structures with the same formula, charge and spin at 4.177 eV. For the strongest force on any atom, the calculation gives 7.18 eV/A.

Geometry as XYZ:
```
26
C3H12AgBrN6O3 | OMol25 | ωB97M-V with the def2-TZVPD basis set
Ag 3.3834 3.2589 5.0764
Br 0.8777 1.3363 2.8971
O 0.2410 -5.2737 -0.1926
O -4.7497 3.2610 -0.0375
O 4.2568 -0.3252 -1.9574
N 0.8362 -3.3708 0.8887
N -2.6782 2.5627 -0.3461
N 3.2189 1.0005 -3.4282
N -1.1465 -4.0412 1.1006
N -3.4688 2.6511 1.6170
N 2.1242 0.3396 -1.6835
C -0.0169 -4.2691 0.4368
C -3.6738 2.8644 0.3974
C 3.2683 0.2526 -2.3414
H -4.2604 2.9117 2.1876
H -1.7633 2.3755 0.0388
H 1.9854 0.2753 -0.6852
H -1.8858 -4.6863 0.8610
H -2.6987 2.6477 -1.3523
H -1.3429 -3.3781 1.8366
H 1.7916 -3.6970 0.8592
H -2.5572 2.4617 2.0085
H 2.2849 1.3336 -3.6197
H 0.5841 -2.5627 1.4397
H 1.3210 0.6797 -2.1928
H 4.0687 1.3917 -3.8090
```


2.
The following is a DFT calculation (ωB97M-V with the def2-TZVPD basis set) of a cluster of 3 separate species, C21H22NO11P in total.

The value obtained for the HOMO energy is -9.538 eV. The calculation puts the gap between HOMO and LUMO at 7.73 eV. Its SMILES is CCOCCOCC1=C(P(=N)(O)O)C(=O)OC1=O.O=C1C=CC(=O)C=C1.O=C1C=CC(=O)C=C1. For the strongest force on any atom, the calculation gives 1.01 eV/A.

Geometry as XYZ:
```
56
C21H22NO11P | OMol25 | ωB97M-V with the def2-TZVPD basis set
P -5.4621 -3.7006 -2.1050
O 5.1929 5.0957 -0.1695
O -6.4049 -2.8933 1.0373
O 1.9448 1.1542 -1.5644
O -4.4804 -1.7328 1.2981
O -0.4079 7.1374 3.6150
O -5.6052 -5.2706 -1.8388
O -2.2335 -1.9244 1.5160
O -1.9175 -4.3950 -1.4387
O 0.5486 -4.0511 -2.2979
O 4.1525 4.5152 4.2220
O -6.9427 -3.1338 -1.9338
N -4.8366 -3.4031 -3.4825
C -4.6655 -2.9852 -0.6552
C 3.3146 2.0990 0.0995
C -0.9453 -4.9054 -0.5492
C 1.5649 6.3320 2.6143
C 3.1103 5.1203 4.0870
C 3.0129 3.1576 -2.1883
C -5.3581 -2.5461 0.6096
C 1.6321 -3.1430 -2.4004
C 0.6367 6.5403 3.7549
C 2.6907 2.0565 -1.2464
C 1.0379 5.9864 5.0737
C 1.6111 -1.9943 -1.3983
C 2.1831 5.3273 5.2275
C 4.4560 4.1890 -0.4924
C 4.1357 3.0857 0.4487
C 0.5068 -4.7830 -1.0903
C -2.1511 -3.0094 -1.3120
C 2.7111 5.6756 2.7703
C -3.3688 -2.7448 -0.4762
C 3.8310 4.1465 -1.8390
C -3.2118 -2.0863 0.8700
H 2.5987 -3.6604 -2.3587
H 3.0633 1.2865 0.7696
H 3.4062 5.5154 1.9550
H 4.6016 3.1367 1.4260
H -5.9623 -5.4353 -0.9515
H -1.0259 -4.4490 0.4436
H -2.2136 -2.5473 -2.2969
H 2.0694 -2.3064 -0.4559
H 0.6052 -1.6327 -1.1986
H 1.2535 6.7436 1.6626
H -1.1947 -5.9584 -0.4220
H -3.9908 -2.8531 -3.4103
H 0.3462 6.1499 5.8901
H 0.8619 -5.8004 -1.2903
H 2.2020 -1.1549 -1.7495
H 1.5623 -2.7264 -3.4069
H 4.0790 4.9610 -2.5076
H -7.4477 -3.2982 -2.7449
H 2.5448 3.1054 -3.1631
H 1.1716 -4.3651 -0.3325
H 2.4939 4.9131 6.1782
H -1.3067 -2.5406 -0.8020
```


3.
The following is a DFT calculation (ωB97M-V with the def2-TZVPD basis set) of an isolated molecule of C3H7NO.

The value obtained for the HOMO energy is -9.692 eV. The calculation puts the gap between HOMO and LUMO at 10.82 eV. The calculation puts the energy above the lowest of the compared OMol25 structures with the same formula, charge and spin at 1.523 eV. Its SMILES is C/N=C/OC. For the strongest force on any atom, the calculation gives 0.41 eV/A.

Geometry as XYZ:
```
12
C3H7NO | OMol25 | ωB97M-V with the def2-TZVPD basis set
O -0.9537 -1.3025 -0.6205
N 0.4291 0.3142 0.1471
C 0.1866 -0.9083 -0.0257
C 1.6036 0.8118 0.8040
C -1.7893 -0.2043 -0.9811
H -2.6946 -0.6287 -1.4122
H -1.2734 0.4415 -1.6979
H 2.0877 1.5321 0.1361
H 1.2822 1.3670 1.6922
H 0.7987 -1.7759 0.2539
H 2.3448 0.0585 1.1097
H -2.0172 0.3998 -0.0979
```


4.
The following is a DFT calculation (ωB97M-V with the def2-TZVPD basis set) of a structure of composition C21H22MgN5O4.

The value obtained for the HOMO energy is -11.356 eV. Its net charge is +1. The calculation puts the gap between HOMO and LUMO at 7.64 eV. The calculation puts the energy above the lowest of the compared OMol25 structures with the same formula, charge and spin at 1.189 eV. For the strongest force on any atom, the calculation gives 1.17 eV/A.

Geometry as XYZ:
```
53
C21H22MgN5O4 | OMol25 | ωB97M-V with the def2-TZVPD basis set
Mg -0.0080 0.8336 -0.8852
O -0.0574 -1.0445 -1.1109
O -1.4201 4.6625 -0.8160
O 1.5039 4.6352 -1.0480
O 0.5500 -1.8364 0.8891
N 0.0135 2.8170 -1.0889
N 2.0758 1.1298 -1.2043
N -2.0819 1.1767 -0.9637
N -0.6685 0.5982 4.9482
N 0.3510 0.7901 1.3205
C -0.0676 -4.9052 -2.7180
C -0.0098 -3.6124 -2.2179
C -4.6980 2.0506 -0.8131
C 1.2336 3.4581 -1.1019
C 4.7150 1.9550 -1.2597
C -3.6603 2.9677 -0.8277
C -1.1858 3.4827 -0.9372
C 0.1543 -3.4010 -0.8529
C 0.0235 -5.9872 -1.8515
C 3.0708 0.2297 -1.2565
C 0.2374 -2.0092 -0.3087
C -3.0932 0.2950 -0.9492
C 4.4010 0.6023 -1.2858
C 0.2764 0.5672 3.7580
C -0.4569 1.0043 2.5015
C 0.2510 -4.4854 0.0122
C 3.6957 2.8921 -1.2050
C -2.3658 2.4966 -0.9083
C 2.3902 2.4460 -1.1808
C -4.4131 0.6923 -0.8755
C 0.1809 -5.7780 -0.4856
H 5.7497 2.2750 -1.2864
H 1.2315 1.2997 1.3650
H -3.8183 4.0375 -0.7945
H -2.8140 -0.7508 -1.0172
H 3.8754 3.9589 -1.1934
H -5.2015 -0.0497 -0.8810
H 0.2540 -6.6231 0.1877
H -0.0888 -2.7596 -2.8784
H 0.6372 -0.4530 3.6628
H 2.7755 -0.8136 -1.2914
H -1.4076 -0.0932 4.8415
H 1.1061 1.2255 3.9987
H -5.7262 2.3900 -0.7624
H -0.1856 -5.0703 -3.7821
H -1.3719 0.4146 2.4037
H 0.5637 -0.2234 1.2269
H -0.7489 2.0530 2.5725
H 0.3910 -4.3003 1.0698
H -0.0265 -6.9964 -2.2414
H -1.1167 1.5080 5.0377
H 5.1720 -0.1565 -1.3377
H -0.1878 0.4043 5.8223
```


5.
The following is a DFT calculation (ωB97M-V with the def2-TZVPD basis set) of a structure of composition C4H8NO3.

The value obtained for the HOMO energy is -2.759 eV. Its net charge is -1. The calculation puts the gap between HOMO and LUMO at 6.20 eV. The calculation puts the energy above the lowest of the compared OMol25 structures with the same formula, charge and spin at 4.937 eV. For the strongest force on any atom, the calculation gives 6.62 eV/A.

Geometry as XYZ:
```
16
C4H8NO3 | OMol25 | ωB97M-V with the def2-TZVPD basis set
O 2.9155 0.0175 0.1398
O 1.6536 0.3921 -1.7248
O -2.3874 -0.5170 0.2335
N 0.1075 -1.5206 -0.3343
C -1.8166 0.5812 0.7994
C 1.8076 0.1241 -0.5698
C 0.5529 -0.2357 0.2631
C -0.4956 0.8501 -0.0034
H -2.4702 1.4851 0.8199
H 0.6551 -0.4572 1.3242
H 0.1151 -1.3461 -1.3371
H -0.0653 1.8656 0.0643
H -0.8141 0.7646 -1.0438
H -0.9076 -1.5755 -0.1153
H -1.5401 0.4540 1.8809
H 2.6895 -0.8820 -0.3966
```


6.
The following is a DFT calculation (ωB97M-V with the def2-TZVPD basis set) of a structure of composition C29H28N3O3S4W.

The value obtained for the HOMO energy (spin up / spin down) is -16.140 / -16.549 eV. Its net charge is +3. The calculation puts the gap between HOMO and LUMO (spin up / spin down) at 5.02 / 6.67 eV. The calculation puts the energy above the lowest of the compared OMol25 structures with the same formula, charge and spin at 0.000 eV. For the strongest force on any atom, the calculation gives 2.20 eV/A.

Geometry as XYZ:
```
68
C29H28N3O3S4W | OMol25 | ωB97M-V with the def2-TZVPD basis set
W 0.2151 0.0394 -0.1559
S 0.7226 -2.2980 0.3158
S -0.1201 -0.1704 2.3461
S 2.0622 0.8730 -1.6346
S -0.0343 -1.5156 -2.0266
O 0.3131 1.9160 0.4942
O -0.7140 0.9600 -1.7588
O -1.7838 -0.3839 0.3165
N 2.4577 0.0576 0.9002
N -3.1254 -0.9516 -1.4234
N -3.7358 -1.4635 0.7300
C -1.6443 2.8947 -0.7393
C -0.0201 -4.4758 3.6285
C -0.6850 2.8801 0.3473
C 0.3688 -1.2926 -4.6188
C 0.9212 -0.6718 -5.7334
C -1.7235 4.8554 1.1658
C 0.7284 -0.7752 -3.3746
C 3.6239 -0.6059 2.9056
C -0.4885 -2.1597 4.1561
C -0.0631 -1.8382 2.8699
C 2.5659 0.0071 2.2610
C -0.7792 3.8518 1.3284
C 1.6545 0.2719 -3.2528
C -2.6250 3.8866 -0.8257
C 3.5511 -0.3541 0.2460
C 4.7012 -0.8355 0.8049
C -1.4327 2.0098 -1.8236
C -3.8718 -1.1754 2.1524
C -2.8558 -0.9587 -0.1031
C -0.4919 -3.5063 4.5460
C 0.4261 -4.1598 2.3474
C 3.5689 -0.1050 -1.2202
C -2.6156 4.9313 0.0967
C -2.0928 2.2138 -3.1167
C 1.8388 0.3577 -5.6000
C 0.3430 -2.8332 1.9819
C 2.2286 0.8129 -4.3604
C 4.7242 -1.0049 2.1663
C 1.4232 0.4916 3.0458
H -3.5340 -0.1792 2.3428
H -3.3115 5.7544 0.0504
H -0.8075 -3.7804 5.5441
H 5.5267 -0.9978 0.1171
H 5.5971 -1.3853 2.7010
H -0.8765 -1.4100 4.8180
H -4.9355 -1.2752 2.3467
H 0.6347 -0.9469 -6.7062
H 3.5532 -0.8202 3.9485
H 0.8405 -4.9081 1.7154
H -3.3003 -1.8817 2.7657
H -4.5004 -1.8947 0.2634
H -3.3956 3.8996 -1.5579
H 1.5340 0.1222 4.0434
H 2.2333 0.8160 -6.5080
H -0.0670 3.8533 2.1600
H -0.3108 -2.1431 -4.6914
H 3.5959 -0.9999 -1.8147
H -1.4658 1.8341 -3.9508
H 1.3813 1.5876 3.1207
H -3.0546 1.6566 -3.0445
H -3.9546 -1.4294 -1.7155
H 3.0014 1.5794 -4.3185
H -2.3969 -0.7967 -2.0713
H -1.7304 5.6492 1.9226
H 4.4658 0.4841 -1.5222
H 0.0261 -5.4501 3.9986
H -2.2844 3.2865 -3.3418
```


7.
The following is a DFT calculation (ωB97M-V with the def2-TZVPD basis set) of a cluster of 4 separate species, C35H38ClF6N3O16PS in total.

The value obtained for the HOMO energy is -10.846 eV. Its net charge is +1. The calculation puts the gap between HOMO and LUMO at 7.70 eV. The calculation puts the energy above the lowest of the compared OMol25 structures with the same formula, charge and spin at 0.000 eV. For the strongest force on any atom, the calculation gives 2.05 eV/A.

Geometry as XYZ:
```
101
C35H38ClF6N3O16PS | OMol25 | ωB97M-V with the def2-TZVPD basis set
Cl -0.1093 2.9365 2.1938
S -2.9446 7.4263 -2.8893
P 0.0344 2.7906 -5.2183
F 1.7816 5.9525 -3.0033
F 1.7524 2.0019 -0.4046
F 2.6476 1.8142 -2.3655
F 2.3691 3.7601 -1.4715
F -0.1114 6.6541 -2.1995
F 0.2979 6.7803 -4.3090
O -0.5036 -5.7274 4.2820
O 0.9758 -4.1525 6.0029
O -0.1083 0.3585 -1.6424
O 0.0216 4.1563 -6.1075
O 1.3963 1.9978 -5.6330
O 0.0836 -1.6703 -2.5567
O 0.2429 -4.1964 -0.0981
O -1.4409 -2.2309 0.1737
O 3.2394 -12.4087 0.0865
O 5.4183 -1.3431 5.5262
O -2.2549 -3.7908 4.5353
O 3.8225 -0.7224 7.4980
O 2.3492 -11.9608 2.5001
O 2.6128 -4.8351 4.1030
O 1.4142 -7.5679 1.1304
O 2.2299 -8.0332 -1.3007
N -0.6163 3.3470 -1.6995
N -0.0997 4.7243 -3.4095
N -2.3157 4.7812 -2.6323
C -4.7096 7.7254 -3.2243
C 3.4478 -1.7216 6.7143
C 2.2956 -10.9551 1.6453
C 2.8172 -11.2824 0.2634
C 1.7633 -1.1406 -0.9903
C 1.9898 -3.4799 5.9626
C 4.4203 -2.0361 5.6005
C 1.8160 2.5540 -1.6129
C 2.9752 -3.8157 4.8675
C 1.8233 -9.7386 1.9599
C 1.8088 -8.7094 0.9483
C -0.0064 1.2138 -2.7872
C -1.6977 -3.8344 3.4567
C -2.6629 5.8014 -3.6329
C -1.0127 2.9790 -0.3240
C 0.3562 5.0589 0.5465
C 0.4773 6.0267 -3.2226
C -1.2872 -3.0405 1.2201
C -0.6856 3.9686 0.8241
C -3.4287 4.3276 -1.7815
C 4.1153 -3.1300 4.7007
C -3.5498 5.0913 -0.4964
C -0.2948 -4.1550 0.9981
C -0.6875 -4.9339 3.2351
C 0.7400 3.5506 -3.6182
C -1.1057 4.3063 -2.5112
C -4.6839 5.1147 0.2374
C 2.3051 -2.4040 6.8781
C 2.3051 -9.0382 -0.4388
C -0.0301 -5.0816 2.0747
C 0.5364 -0.8626 -1.7992
C 0.4675 2.6151 -2.3700
C -5.2315 8.7374 -2.1833
C 2.7800 -10.2505 -0.7543
C -1.9433 -2.8919 2.3762
H -1.0866 -5.3868 4.9897
H -6.1970 8.4151 -1.8039
H -4.3498 4.4862 -2.3552
H -0.7291 4.1140 -6.7107
H 0.6676 0.7621 -3.5121
H -2.6570 -2.0983 2.5468
H 2.0717 -0.3287 -0.3417
H -4.5326 8.8079 -1.3488
H 4.8261 -3.3607 3.9199
H 3.1402 -10.4970 -1.7429
H -0.1171 6.0376 0.6493
H -2.0687 2.7302 -0.2659
H 0.7918 5.0128 -0.4436
H -4.6370 4.9739 1.3116
H -3.3659 3.2563 -1.6179
H 2.7349 -12.7159 2.0119
H -4.7954 8.1422 -4.2245
H 1.7802 3.7135 -3.8852
H -1.9225 5.8275 -4.4258
H 1.6017 -2.1838 7.6686
H -2.6789 5.6752 -0.1965
H 1.5538 -2.0124 -0.3670
H -1.5851 4.4234 1.2188
H 1.1428 5.0312 1.2943
H 1.8517 -7.2755 -0.8122
H -5.2541 6.7839 -3.1685
H -0.5077 2.0457 -0.1057
H 1.7509 -5.1511 4.4480
H -5.2897 9.7334 -2.6141
H 1.1678 1.3217 -6.2849
H 2.5761 -1.4274 -1.6552
H -0.8630 -2.5972 -0.5283
H -5.6434 5.3146 -0.2326
H 4.6833 -0.4132 7.1522
H -1.0119 1.3113 -3.1920
H 1.4505 -9.4942 2.9445
H -3.6046 5.4771 -4.0748
H 0.6981 -5.8662 1.9006
```


8.
The following is a DFT calculation (ωB97M-V with the def2-TZVPD basis set) of a cluster of 2 separate species, C9H14O in total.

The value obtained for the HOMO energy is -8.541 eV. The calculation puts the gap between HOMO and LUMO at 9.39 eV. The calculation puts the energy above the lowest of the compared OMol25 structures with the same formula, charge and spin at 0.239 eV. Its SMILES is Cc1ccc(O)cc1.CC. For the strongest force on any atom, the calculation gives 1.09 eV/A.

Geometry as XYZ:
```
24
C9H14O | OMol25 | ωB97M-V with the def2-TZVPD basis set
O -3.0377 0.1174 0.8792
C -0.7087 0.1800 1.5142
C -1.7916 -0.4792 0.9192
C 0.5048 -0.4498 1.5965
C -1.6527 -1.7691 0.4848
C -0.0456 2.4557 -1.4479
C -0.4026 -2.3796 0.5576
C 0.6871 -1.7487 1.1074
C 2.0095 -2.4338 1.2715
C 0.6903 2.5604 -2.7876
H -0.9093 1.1884 1.8584
H 2.1143 -3.3218 0.6436
H 1.4018 0.0270 1.9737
H 2.8436 -1.7879 0.9711
H 1.2991 3.4530 -2.8013
H 1.2628 1.6510 -3.0357
H 0.6669 2.3595 -0.6295
H 2.2228 -2.7199 2.2999
H -2.9366 1.0655 0.6954
H -0.0456 2.6612 -3.5911
H -0.5412 3.4141 -1.2862
H -0.7836 1.6465 -1.4135
H -0.3571 -3.3822 0.1510
H -2.4909 -2.3081 0.0692
```